# 1
The following is a DFT calculation (ωB97M-V with the def2-TZVPD basis set) of a molecular structure, C28H23IIrN3O4S in a non-equilibrium geometry.

As for the total charge: +1. As for the orbital gap (spin up / spin down): 5.763 / 5.785 eV. For the energy relative to the best compared isomer or geometry (same formula, charge and spin), the calculation gives 525.9 kJ/mol. As for the multiplicity: 2. The calculation puts the HOMO energy (spin up / spin down) at -10.567 / -10.828 eV.

```
61
Properties=species:S:1:pos:R:3:forces:R:3:nbo_charge:R:1
Ir 0.7068 -0.9710 1.1505 0.2090 0.9867 3.1635 1.330
O 2.3133 -1.9248 0.0078 -2.8153 -1.0726 0.7021 -0.694
C 3.4868 -1.4235 -0.0629 1.7683 0.9576 0.3464 0.383
C 4.1662 -1.4084 -1.3121 -0.6291 -0.3589 0.3370 -0.217
C 5.3805 -0.7915 -1.4624 0.0894 0.1191 0.3394 -0.155
C 5.9973 -0.1659 -0.3756 0.0922 0.0097 0.1133 -0.248
C 5.3951 -0.2039 0.8624 0.2121 0.0509 -0.1008 -0.116
C 4.1584 -0.8263 1.0587 -0.5647 -0.0260 -0.5991 -0.243
C 3.5912 -0.8521 2.3694 0.5607 0.1088 -0.4607 0.226
N 2.4274 -1.3047 2.6715 -1.2937 1.2460 -1.5990 -0.500
C 2.0289 -1.3240 4.0616 -0.4532 -0.0354 0.6876 -0.246
C 0.5271 -1.6212 4.1466 0.6424 -0.4060 0.1738 -0.238
N -0.1363 -0.7350 3.2269 0.3205 -0.7872 -2.2164 -0.457
C -1.1447 -0.0290 3.5720 -0.3100 0.6318 -0.2924 0.201
C -1.7148 1.0299 2.7978 0.3561 0.0645 -0.6658 -0.275
C -2.8976 1.6296 3.2482 -0.2765 0.4545 -0.1272 -0.123
C -3.3962 2.7683 2.6569 -0.2201 -0.2588 0.3056 -0.270
C -2.7133 3.3581 1.5875 0.0971 -0.2420 0.2288 -0.145
C -1.5714 2.7848 1.1011 0.5210 -0.4303 0.0724 -0.251
C -1.0308 1.5929 1.6630 -1.8317 0.2704 1.1574 0.398
O 0.0324 1.1167 1.1472 2.2075 -2.3095 -0.6734 -0.642
H 3.6682 -1.8816 -2.1439 -0.0234 -0.0573 -0.0505 0.229
H 5.8514 -0.7767 -2.4325 0.0651 0.0143 -0.1131 0.228
H 6.9444 0.3340 -0.5063 0.0587 0.0336 0.0271 0.229
H 5.8716 0.2669 1.7101 0.1166 0.0383 0.0877 0.215
H 4.2308 -0.4495 3.1598 0.0348 -0.3205 0.1573 0.195
H 2.2355 -0.3554 4.5365 -0.0278 -0.0954 -0.0906 0.208
H 2.5921 -2.0941 4.6026 -0.1141 0.0913 -0.1092 0.227
H 0.1691 -1.4786 5.1738 0.0028 -0.0412 -0.1943 0.219
H 0.3511 -2.6568 3.8347 0.0043 0.0637 0.1014 0.213
H -1.5902 -0.1879 4.5603 0.2644 0.0005 -0.0337 0.205
H -3.4186 1.1800 4.0834 -0.0308 0.0398 0.1023 0.215
H -4.3036 3.2130 3.0317 -0.1027 0.0461 0.0289 0.229
H -3.0846 4.2703 1.1459 -0.0611 0.0617 -0.0686 0.230
H -1.0191 3.2162 0.2828 0.0388 0.1006 -0.1659 0.224
O -1.6383 1.9284 -7.2163 -0.1574 0.3513 -0.3184 -0.654
C -1.7598 0.7330 -6.6263 0.0391 -0.3056 0.2214 0.764
O -2.3807 -0.1556 -7.1346 0.0497 0.1772 -0.0619 -0.533
C -1.0725 0.5561 -5.3057 0.0507 -0.0545 0.3898 -0.140
C -0.9295 1.5883 -4.3797 -0.0144 0.0353 -0.1826 -0.161
C -0.2776 1.3647 -3.1840 -0.0887 0.0665 -0.0946 -0.201
C 0.2579 0.1044 -2.8982 0.1427 0.2107 0.6773 -0.243
S 1.2950 -0.0917 -1.5154 -0.3377 0.2673 -0.7148 0.101
C 0.0463 -0.9505 -3.7919 -0.0539 -0.0405 -0.1171 -0.182
C -0.6169 -0.7218 -4.9768 -0.0497 -0.0318 -0.1959 -0.160
H -1.0535 2.5420 -6.7529 -0.0047 -0.2558 0.0909 0.491
H -1.3443 2.5674 -4.5741 -0.0182 0.1070 -0.0663 0.213
H -0.1501 2.1633 -2.4701 0.0197 0.0858 0.0853 0.232
H 0.4129 -1.9346 -3.5454 0.1082 -0.0773 -0.0059 0.235
H -0.7755 -1.5214 -5.6844 -0.0391 -0.0631 -0.0474 0.249
I -4.0848 1.4128 -1.5020 0.1255 -0.4212 0.2651 0.223
C -3.3858 -0.1455 -0.2723 -0.2784 0.2200 -0.3100 -0.172
C -4.2469 -0.9008 0.5091 0.2887 0.0724 -0.1160 -0.162
C -3.6933 -1.9154 1.2744 0.1701 0.0139 -0.0972 -0.235
C -2.3238 -2.1203 1.2470 -0.0349 -0.3452 0.3039 0.045
N -1.4990 -1.3762 0.5075 1.3110 0.6131 0.0175 -0.460
C -2.0285 -0.4209 -0.2491 -0.2027 0.4365 -0.4802 0.018
H -5.3103 -0.7186 0.5140 -0.0748 0.0570 0.0109 0.248
H -4.3245 -2.5364 1.8904 0.0381 -0.1176 0.0469 0.245
H -1.8750 -2.9094 1.8333 0.0773 0.0124 0.0618 0.218
H -1.3460 0.1599 -0.8517 0.0265 0.0375 0.0663 0.238
```
Forces are in eV/Å.

***

# 2
The following is a DFT calculation (ωB97M-V with the def2-TZVPD basis set) of a molecular structure, C28H23MnNO4P.

As for the total charge: -1. As for the orbital gap (spin up / spin down): 6.972 / 8.124 eV. As for the multiplicity: 6. The calculation puts the HOMO energy (spin up / spin down) at -4.217 / -5.370 eV.

```
58
Properties=species:S:1:pos:R:3:forces:R:3:nbo_charge:R:1
Mn 0.4879 -0.4007 -2.2144 0.2400 -0.2997 0.0332 1.497
O -2.6417 2.1447 -3.5363 0.1235 -0.0969 -0.0083 -0.687
C -1.6091 1.5458 -3.2305 -0.3517 0.2064 0.1057 0.739
O -1.4575 0.3281 -2.9158 -0.0043 -0.2518 -0.0186 -0.807
C -0.3269 2.3613 -3.1355 0.4049 0.0319 -0.0754 0.114
C -0.2638 3.7415 -3.2278 0.1061 -0.0308 -0.0284 -0.228
C 0.9637 4.3556 -3.0117 -0.0549 0.0758 -0.0186 -0.169
C 2.0854 3.5968 -2.7074 -0.0350 -0.0677 -0.0416 -0.224
C 1.9428 2.2206 -2.6411 -0.4391 0.0156 -0.1855 0.106
N 0.7628 1.6406 -2.8719 0.0825 0.5582 0.1489 -0.540
C 3.0484 1.2564 -2.2391 0.2531 -0.1406 0.1938 0.736
O 4.1700 1.7272 -2.0505 -0.0484 -0.0294 -0.0498 -0.685
O 2.6583 0.0548 -2.0957 -0.0558 0.0051 -0.0610 -0.809
H -1.1656 4.2942 -3.4457 -0.0305 0.0010 -0.0024 0.240
H 1.0419 5.4351 -3.0635 0.0009 0.0095 -0.0042 0.207
H 3.0529 4.0338 -2.5092 0.0224 -0.0095 0.0077 0.241
C 2.9293 -0.1133 1.3194 0.0962 0.0162 -0.0691 -0.644
C 1.8717 0.2484 2.3182 -0.1659 -0.0295 -0.0248 0.020
C 2.2148 0.7690 3.5598 0.0068 0.0303 0.1149 -0.212
C 1.2489 1.0958 4.5022 0.0040 -0.0161 -0.0354 -0.208
C -0.0922 0.8968 4.2130 0.0480 0.0698 0.1636 -0.234
C -0.4547 0.3780 2.9826 0.0701 -0.0417 -0.1988 -0.195
C 0.5104 0.0554 2.0295 -0.0487 0.1543 0.1598 -0.340
P 0.0559 -0.6020 0.3932 -0.2091 -0.0258 -0.1796 0.809
C -1.7594 -0.4076 0.3297 -0.0513 0.0070 0.0029 -0.342
C -2.6000 -1.5176 0.3491 0.1424 0.0306 0.0521 -0.191
C -3.9618 -1.3783 0.1482 -0.1511 -0.0040 -0.0267 -0.223
C -4.4980 -0.1219 -0.0835 0.0078 -0.0258 0.0036 -0.198
C -3.6685 0.9876 -0.1085 -0.0262 0.0042 0.0077 -0.195
C -2.3001 0.8688 0.0944 0.0753 -0.1047 0.0142 0.020
C -1.4331 2.0954 0.0479 -0.0142 0.0449 0.0454 -0.649
C 0.3363 -2.3837 0.5890 -0.0891 0.0045 0.0077 -0.379
C 0.4905 -2.9731 1.8437 0.0143 -0.0566 -0.0043 -0.192
C 0.7703 -4.3229 1.9565 0.0063 -0.0168 0.0529 -0.252
C 0.8934 -5.0881 0.8018 0.0006 -0.0012 -0.0143 -0.204
C 0.7229 -4.5042 -0.4401 0.0891 -0.0858 0.0307 -0.218
C 0.4308 -3.1431 -0.5905 0.0365 0.0780 0.0601 0.056
C 0.2219 -2.5393 -1.9389 0.0381 -0.0800 -0.2910 -1.047
H 3.9241 0.0487 1.7331 0.0095 0.0090 -0.0186 0.211
H 2.8401 0.4711 0.4006 0.0199 -0.0414 0.0297 0.254
H 2.8493 -1.1607 1.0197 0.0209 0.0026 0.0041 0.233
H 3.2627 0.9216 3.7910 0.0120 -0.0001 -0.0029 0.204
H 1.5456 1.5032 5.4607 0.0085 0.0057 0.0100 0.204
H -0.8544 1.1419 4.9422 0.0029 0.0074 0.0100 0.206
H -1.5005 0.2196 2.7504 -0.0210 -0.0026 0.0011 0.225
H -2.1778 -2.5023 0.5075 0.0013 0.0035 -0.0010 0.222
H -4.5982 -2.2541 0.1532 -0.0168 -0.0051 0.0020 0.204
H -5.5581 -0.0047 -0.2688 -0.0157 -0.0054 0.0033 0.204
H -4.0840 1.9639 -0.3258 0.0100 0.0171 -0.0131 0.209
H -1.9399 2.9031 -0.4804 0.0045 -0.0122 -0.0039 0.227
H -0.4861 1.8976 -0.4600 -0.0162 0.0157 0.0217 0.221
H -1.1834 2.4430 1.0542 -0.0020 -0.0090 0.0075 0.222
H 0.4058 -2.3646 2.7358 -0.0005 -0.0095 0.0221 0.215
H 0.8987 -4.7731 2.9329 0.0012 -0.0065 0.0068 0.202
H 1.1184 -6.1460 0.8731 0.0037 -0.0046 0.0056 0.200
H 0.8117 -5.1077 -1.3363 0.0022 -0.0079 -0.0003 0.204
H -0.8113 -2.7458 -2.2573 0.0055 0.1113 0.0661 0.220
H 0.8582 -3.0904 -2.6462 -0.1233 0.0034 -0.0174 0.201
```
Forces are in eV/Å.

***

Question: The lowest total charge belongs to which entry?
Answer: C28H23MnNO4P

***

Question: Which of these has the lowest total charge?
Answer: C28H23MnNO4P